(1)
A gas-phase ion, C6H12NO (charge -1) at a distorted geometry. Source: the OMol25 dataset; level of theory: ωB97M-V/def2-TZVPD.

Structure (XYZ):
```
20
Properties=species:S:1:pos:R:3:forces:R:3:lowdin_charge:R:1
C 1.889721 0.679398 -0.726839 -0.5 2.1 2.5 -0.131
N 0.537341 0.124327 -0.714786 0.1 0.5 2.0 -0.160
C -0.619703 1.039703 -1.028977 -0.4 -1.7 -0.1 -0.187
C -1.722079 1.012615 0.057821 -0.1 -2.9 1.2 -0.169
C -0.958704 0.211207 1.147823 0.2 -0.9 -1.4 -0.183
C 0.251002 -0.605756 0.622529 -1.1 -1.2 -2.4 -0.234
C 0.189420 -2.204273 0.223277 1.0 0.6 -1.7 -0.583
O 0.059581 -3.030275 1.178445 -0.4 -1.3 2.8 -0.326
H 2.597348 0.233449 -1.371219 0.5 -0.8 -1.0 0.036
H 2.314055 0.600455 0.332465 -0.2 0.0 -1.3 0.084
H 1.932032 1.799401 -0.908075 -0.3 -0.9 -0.2 0.072
H -0.320825 2.027831 -1.235891 0.7 1.4 -0.3 0.071
H -1.060174 0.601815 -1.918722 -0.1 0.3 -0.5 0.091
H -2.511600 0.226612 -0.090379 0.0 1.5 -1.1 0.105
H -2.122870 1.960826 0.528696 0.5 -1.0 -1.0 0.109
H -0.485085 1.000572 1.551890 2.0 2.6 2.5 0.048
H -1.551966 -0.244600 1.890709 -0.8 -0.8 0.7 0.094
H 0.972917 -0.538767 1.464888 0.4 0.1 -1.0 0.115
H 1.195173 -2.502392 -0.431538 -0.9 1.5 0.7 0.087
H -0.585584 -2.392149 -0.572116 -0.3 1.0 -0.3 0.060
```
Positions in Å, forces in eV/Å.

- maximum force (eV/Å) = 4.10
- HOMO energy (eV) = -1.96
- spin multiplicity = 1
- total charge = -1
- ΔE to the lowest compared entry with this formula, charge and spin (kJ/mol) = 210.1
- SMILES = CN1CCC[C@H]1C[O-]
- calculated total energy (hartree) = -365.69871
- HOMO-LUMO gap (eV) = 5.77



(2)
A gas-phase ion, C6H12NO (charge -1) at a distorted geometry. Source: the OMol25 dataset; level of theory: ωB97M-V/def2-TZVPD.

Structure (XYZ):
```
20
Properties=species:S:1:pos:R:3:forces:R:3:lowdin_charge:R:1
C 2.244475 0.995744 0.354773 -3.7 -1.2 0.7 0.016
C 1.522605 -0.138620 0.542569 0.0 2.0 -0.1 -0.307
C 2.238970 -1.429521 0.506290 -1.9 -0.7 0.0 -0.084
C -0.037448 -0.003177 0.808102 1.3 0.9 -0.7 -0.135
C -0.731063 0.048568 -0.547820 1.0 2.0 -2.7 -0.329
N -0.294743 1.318117 -1.418009 0.9 -1.5 1.6 0.003
C -2.306349 -0.049489 -0.481353 1.6 0.4 -0.2 -0.560
O -2.537876 -0.903678 0.446712 -1.8 -2.5 2.2 -0.332
H 3.226058 1.159533 0.254775 4.0 -0.9 -0.6 -0.002
H 1.857522 1.977454 0.312174 -1.5 0.8 0.3 0.028
H 2.037181 -1.880757 1.448188 0.5 -0.7 1.1 0.070
H 1.826468 -2.141895 -0.180462 -1.0 -0.3 -0.6 0.070
H 3.235423 -1.450643 0.195866 1.9 0.7 0.2 0.052
H -0.035504 0.954092 1.329660 -0.7 0.2 0.1 0.094
H -0.669452 -0.709479 1.382192 0.9 -0.2 -0.2 0.105
H -0.231288 -0.800798 -1.057287 -0.8 0.1 -0.3 0.116
H 0.007974 2.093587 -0.814595 -0.5 -0.5 -0.3 0.022
H -1.075799 1.606463 -1.967189 -0.7 0.2 -0.1 0.006
H -2.825210 -0.343119 -1.481337 0.9 0.9 0.3 0.092
H -2.574306 0.997143 -0.164990 -0.4 0.4 -0.7 0.076
```
Positions in Å, forces in eV/Å.

- maximum force (eV/Å) = 4.16
- HOMO energy (eV) = -2.42
- spin multiplicity = 1
- total charge = -1
- ΔE to the lowest compared entry with this formula, charge and spin (kJ/mol) = 158.8
- SMILES = C=C(C)C[C@H](N)C[O-]
- calculated total energy (hartree) = -365.71826
- HOMO-LUMO gap (eV) = 6.17



(3)
A gas-phase ion, C6H12NO (charge +1) at a distorted geometry. Source: the OMol25 dataset; level of theory: ωB97M-V/def2-TZVPD.

Structure (XYZ):
```
20
Properties=species:S:1:pos:R:3:forces:R:3:lowdin_charge:R:1
C 2.166989 -0.612626 -0.359142 -0.1 -1.9 -1.5 -0.085
C 1.630987 0.646987 0.218627 -2.9 0.0 0.3 -0.161
C 0.160551 0.803530 -0.148159 -0.8 0.4 -2.3 -0.248
O -0.534236 1.980439 0.296060 0.7 -0.5 0.8 0.013
C -1.741512 1.602160 0.780216 0.4 0.2 -0.3 -0.054
C -1.923071 0.285357 0.814718 -1.0 -0.9 0.8 -0.006
N -0.669299 -0.369535 0.299379 0.5 -0.1 3.2 -0.111
C -1.072832 -1.300406 -0.760919 0.5 0.5 0.6 0.025
H 1.688016 -1.666097 -0.114510 0.5 2.4 -0.3 0.123
H 3.158368 -0.711721 -0.030036 1.5 -0.3 0.6 0.065
H 2.285806 -0.519640 -1.457265 -0.4 -0.3 0.4 0.104
H 2.021303 1.587898 -0.060820 1.3 0.7 -0.8 0.127
H 1.697246 0.639722 1.276510 0.0 0.0 1.3 0.121
H -0.041785 0.883369 -1.279185 0.9 -0.6 1.4 0.199
H -2.340232 2.476730 1.010483 -0.3 -0.6 0.2 0.156
H -2.780377 -0.398613 1.139112 1.5 1.4 -0.5 0.167
H -0.183466 -0.944580 1.141148 -1.1 1.7 -2.3 0.256
H -1.531266 -0.662293 -1.491712 -0.3 -0.3 -0.7 0.119
H -0.223065 -1.868963 -1.084392 0.1 -0.3 -0.4 0.096
H -1.768126 -1.851718 -0.190121 -1.1 -1.5 -0.4 0.093
```
Positions in Å, forces in eV/Å.

- maximum force (eV/Å) = 3.27
- HOMO energy (eV) = -13.99
- spin multiplicity = 1
- total charge = +1
- ΔE to the lowest compared entry with this formula, charge and spin (kJ/mol) = 154.0
- SMILES = CC[C@@H]1OC=C[N@H+]1C
- calculated total energy (hartree) = -365.49071
- HOMO-LUMO gap (eV) = 10.85